(1)
Computed, not measured: one molecule with the formula C15H15N7O, with ωB97M-V with the def2-TZVPD basis set.

Properties
HOMO-LUMO gap: 7.61 eV
Relative energy (zero: lowest compared OMol25 entry of this formula, charge and spin): 0.2031 eV
Structure (SMILES): CNc1ccc(-c2cc(C)cc(C(=O)Nc3nnn[nH]3)n2)cc1
LUMO level: -0.26 eV
E: -1039.12738 Eh
Spin multiplicity: 1
Charge: 0

Atoms and positions in Å:
O1 -3.598 -2.512 1.599
N1 -6.948 0.037 -0.510
N2 -7.203 -0.946 0.284
N3 -5.644 0.262 -0.647
N4 -0.827 -0.534 0.576
C1 -2.957 -1.582 1.123
C2 -5.013 -0.594 0.128
C3 -1.483 -1.547 1.162
C4 0.528 -0.470 0.574
C5 2.522 0.391 -0.686
C6 0.581 1.821 -0.377
C7 3.185 1.406 -1.347
C8 1.227 2.822 -1.102
C9 -0.742 -2.596 1.761
C10 1.263 -1.457 1.279
C11 1.205 0.602 -0.191
C12 2.524 2.620 -1.571
C13 0.651 -2.535 1.888
N5 -5.979 -1.370 0.659
N6 -3.605 -0.687 0.318
N7 3.075 3.650 -2.343
C14 1.443 -3.537 2.681
C15 4.360 3.550 -3.082
H1 3.055 -0.565 -0.508
H2 -0.456 1.975 -0.079
H3 4.212 1.279 -1.687
H4 0.701 3.743 -1.317
H5 -1.304 -3.441 2.224
H6 2.330 -1.398 1.312
H7 -5.735 -2.198 1.199
H8 -3.076 0.051 -0.062
H9 2.677 4.559 -2.209
H10 1.786 -3.078 3.640
H11 2.332 -3.857 2.129
H12 0.852 -4.404 2.979
H13 4.613 2.556 -3.432
H14 5.146 3.835 -2.368
H15 4.304 4.153 -3.997

***

(2)
Computed, not measured: one molecule with the formula C5H7NO, with ωB97M-V with the def2-TZVPD basis set.

Properties
HOMO-LUMO gap: 10.39 eV
Relative energy (zero: lowest compared OMol25 entry of this formula, charge and spin): 2.2274 eV
Structure (SMILES): C[C@]12N[C@H]1CC2=O
LUMO level: 1.00 eV
E: -324.64261 Eh
Spin multiplicity: 1
Charge: 0

Atoms and positions in Å:
C1 0.812 1.237 1.186
C2 -0.022 0.470 0.220
N1 -1.359 0.064 0.633
C3 -0.416 -0.982 0.297
C4 -0.353 -1.195 -1.219
C5 0.380 0.197 -1.214
O1 1.231 0.735 -1.875
H1 1.860 0.970 1.028
H2 0.516 0.980 2.208
H3 0.684 2.311 1.041
H4 -2.087 0.124 -0.074
H5 -0.006 -1.672 1.030
H6 -1.329 -1.099 -1.701
H7 0.090 -2.141 -1.558

***

(3)
Computed, not measured: one molecule with the formula C3H6N2O, with ωB97M-V with the def2-TZVPD basis set.

Properties
HOMO-LUMO gap: 10.96 eV
Relative energy (zero: lowest compared OMol25 entry of this formula, charge and spin): 3.3553 eV
LUMO level: 1.02 eV
E: -302.56979 Eh
Spin multiplicity: 1
Charge: 0

Atoms and positions in Å:
O1 1.911 -0.502 0.937
C1 1.138 -0.144 0.070
N1 0.591 1.201 -0.107
C2 -0.864 0.867 -0.147
C3 -0.648 -0.580 0.322
N2 0.343 -1.012 -0.741
H1 0.942 1.549 -0.995
H2 -1.309 0.964 -1.155
H3 -1.447 1.476 0.550
H4 0.120 -0.546 1.262
H5 -1.408 -1.299 0.575
H6 0.630 -1.974 -0.571

***

(4)
Computed, not measured: one molecule with the formula C5H4N2O, with ωB97M-V with the def2-TZVPD basis set.

Properties
HOMO-LUMO gap: 9.10 eV
Relative energy (zero: lowest compared OMol25 entry of this formula, charge and spin): 1.9310 eV
Structure (SMILES): O=c1nccccn1
LUMO level: -0.91 eV
E: -377.59309 Eh
Spin multiplicity: 1
Charge: 0

Atoms and positions in Å:
C1 -1.659 0.085 0.010
C2 0.006 -1.539 -0.272
C3 1.081 -0.708 0.336
C4 0.996 0.615 0.385
C5 0.041 1.610 -0.192
H1 0.217 -2.574 -0.660
H2 1.988 -1.375 0.484
H3 2.014 1.106 0.727
H4 0.380 2.720 -0.516
N1 -1.165 -1.153 -0.530
N2 -1.219 1.376 -0.462
O1 -2.680 -0.164 0.690